Computed, not measured: a 10-piece molecular cluster, C56H142N10O18 overall, with ωB97M-V/def2-TZVPD.

Each line ends with the Löwdin charge.
Cartesian coordinates (Å):
H -18.915 13.055 2.051  0.09
H -21.533 23.508 -13.461  0.09
H -22.730 9.946 -7.936  0.12
C -22.349 12.282 -1.781  -0.09
H -26.727 19.892 -6.380  0.09
C -21.683 9.741 -7.694  -0.22
C -20.626 23.545 -12.840  -0.11
H -21.040 17.397 -4.864  0.11
H -20.571 26.008 -5.600  0.09
H -16.779 19.815 -11.375  0.12
N -25.135 20.708 6.128  -0.05
H -24.407 21.909 -3.052  0.10
H -22.849 14.311 6.418  0.13
H -21.986 15.026 -15.049  0.12
H -26.291 21.518 8.467  0.12
H -16.282 15.712 -2.022  0.09
H -22.504 7.657 -9.147  0.09
H -20.437 21.873 -7.540  0.12
O -21.077 24.070 -6.098  -0.19
H -22.070 19.133 -16.527  0.09
H -23.579 15.291 -9.080  0.09
H -22.088 13.088 -11.552  0.12
H -24.246 23.349 -0.010  0.08
H -23.482 18.483 1.255  0.07
H -23.692 19.564 -15.920  0.09
H -22.380 14.916 8.049  0.12
H -24.189 13.062 -13.259  0.12
N -22.256 22.468 -8.545  -0.03
H -26.146 15.330 7.651  0.12
C -20.584 24.038 -7.419  -0.23
H -23.156 11.338 -5.613  0.11
O -22.318 16.570 -6.279  -0.17
H -22.631 21.490 -3.178  0.09
H -22.504 23.398 -8.871  0.09
C -17.332 20.730 -11.105  -0.22
H -16.695 15.277 0.748  0.12
H -19.942 20.800 -4.025  0.06
H -19.573 17.909 -9.287  0.09
H -21.491 6.530 -8.337  0.08
C -24.220 20.579 -0.835  -0.19
O -27.861 21.164 7.382  -0.21
H -22.559 23.575 0.222  0.07
C -17.551 15.086 1.396  -0.20
O -25.368 17.726 4.987  -0.23
H -21.645 15.750 -4.572  0.11
H -20.655 18.407 -2.339  0.03
O -23.846 20.133 -2.118  -0.22
H -21.222 21.658 0.003  0.07
H -22.600 13.261 -13.934  0.11
H -25.136 19.267 7.636  0.13
H -17.227 14.494 2.256  0.12
H -26.621 11.773 10.410  0.09
H -25.422 12.872 11.106  0.09
H -28.381 19.802 5.789  0.07
O -24.900 20.787 -6.628  -0.20
H -22.691 22.131 -6.393  0.11
H -20.032 18.296 2.127  0.10
H -23.192 23.178 -1.369  0.06
C -19.341 13.569 1.179  -0.10
H -24.515 21.260 -8.582  0.12
H -20.689 19.295 -9.445  0.08
N -24.093 15.780 7.309  -0.05
O -19.415 23.501 -13.538  -0.18
H -29.229 19.608 7.322  0.09
H -21.853 11.417 -1.337  0.08
C -17.446 18.575 -3.129  -0.19
C -19.449 18.386 1.210  -0.19
C -23.157 22.275 -7.368  -0.18
H -18.248 20.600 -4.637  0.07
O -17.285 19.290 0.731  -0.23
H -19.415 20.675 -12.721  0.10
H -16.755 18.817 -3.942  0.13
H -23.941 20.694 4.407  0.11
H -19.517 24.261 -7.512  0.12
H -24.450 19.655 -0.297  0.11
C -23.686 17.411 1.226  -0.11
O -17.466 17.189 -2.822  -0.20
H -20.520 17.505 4.506  0.09
H -21.081 24.804 -8.032  0.13
H -21.963 16.144 -13.638  0.11
H -21.591 9.730 -5.570  0.12
H -24.213 15.590 -13.361  0.11
H -27.130 19.926 8.823  0.12
H -24.016 16.845 -15.592  0.12
H -20.731 22.634 -12.233  0.08
N -17.599 21.632 -12.199  -0.06
H -25.770 19.184 -7.651  0.09
H -15.819 17.374 -1.522  0.08
H -20.731 24.881 -4.236  0.09
H -22.585 15.694 -2.096  0.12
C -18.915 18.983 -3.427  -0.42
H -26.449 19.052 6.655  0.09
H -21.662 20.612 -1.213  0.05
H -24.206 16.384 6.497  0.08
C -23.338 13.739 -13.280  -0.19
H -19.304 18.320 -4.209  0.12
H -23.120 18.373 -2.300  0.09
H -20.842 13.186 -5.853  0.12
H -22.540 13.788 -9.388  0.09
N -22.346 11.604 -6.156  -0.05
H -23.047 18.416 -4.622  0.10
H -29.475 21.016 6.219  0.09
O -21.288 8.387 -7.545  -0.18
H -17.475 17.083 2.269  0.12
O -19.240 19.208 -10.904  -0.20
O -22.588 12.285 -3.197  -0.20
H -22.443 13.474 -5.352  0.11
C -25.246 18.948 4.276  -0.21
C -23.966 21.014 -7.664  -0.22
C -21.804 16.140 6.424  -0.24
H -21.832 14.759 -12.086  0.11
H -24.658 18.737 3.375  0.10
H -19.307 24.889 -5.334  0.09
C -20.398 24.976 -5.265  -0.11
H -20.784 15.799 6.626  0.12
H -21.803 18.067 -0.244  0.09
C -19.083 22.283 -14.155  -0.23
C -22.770 15.200 7.064  -0.22
C -22.954 17.455 -4.093  -0.20
H -18.039 19.306 2.670  0.11
O -23.447 16.883 -0.072  -0.20
O -18.311 14.270 0.499  -0.19
H -21.223 16.420 3.230  0.07
C -24.431 19.968 5.056  -0.18
H -19.963 18.860 0.380  0.07
O -26.063 13.337 9.202  -0.17
H -23.382 20.104 -7.820  0.10
C -18.935 20.453 -3.798  -0.06
H -25.000 11.642 9.900  0.09
C -18.348 19.432 1.624  -0.22
H -22.111 17.569 -8.116  0.07
C -18.204 16.378 1.855  -0.18
C -25.752 12.390 10.179  -0.14
C -22.589 13.976 -11.958  -0.22
C -28.746 20.343 6.672  -0.13
H -18.825 20.420 1.579  0.12
C -25.186 14.843 7.481  -0.21
H -15.498 16.870 -3.157  0.09
H -23.360 18.123 -6.971  0.06
C -22.037 16.632 -1.938  -0.19
H -17.147 19.080 -2.202  0.12
O -23.474 14.500 -10.990  -0.21
H -25.226 21.020 -0.766  0.13
C -22.564 15.744 -14.460  -0.20
C -16.216 16.750 -2.334  -0.11
C -26.732 20.607 8.064  -0.17
C -21.447 10.461 -6.377  -0.21
H -23.390 12.298 -1.461  0.09
H -19.882 12.947 0.474  0.08
C -22.689 19.239 -15.619  -0.15
H -20.744 13.082 -3.515  0.12
H -16.669 21.304 -10.452  0.12
H -18.542 21.006 -2.942  0.08
H -23.624 19.479 5.614  0.12
H -21.677 18.556 -6.767  0.09
N -18.864 17.120 0.773  -0.04
C -22.938 16.894 -15.387  -0.21
H -15.432 19.913 0.091  0.08
C -21.912 16.737 -4.958  -0.22
H -19.248 21.186 -10.298  0.11
H -22.431 16.851 -16.358  0.12
C -22.069 17.031 -0.470  -0.19
H -19.247 18.106 -1.587  0.05
H -26.707 17.067 3.513  0.09
H -22.027 15.440 -9.850  0.08
H -21.004 16.352 -2.180  0.11
H -20.204 22.732 -8.978  0.09
H -22.165 20.067 -15.131  0.08
H -20.015 14.300 1.648  0.07
C -23.656 21.120 -3.133  -0.06
H -20.414 10.784 -6.243  0.12
N -22.477 17.743 -2.770  -0.07
C -21.390 12.310 -3.961  -0.24
C -25.700 19.641 -6.658  -0.12
H -21.490 16.367 0.178  0.11
N -23.704 14.962 -13.978  -0.08
H -23.323 21.254 0.977  0.12
H -16.823 22.030 -12.705  0.12
C -21.534 7.583 -8.645  -0.15
H -20.793 11.397 -3.848  0.12
C -16.251 20.254 0.724  -0.09
C -25.847 19.875 7.057  -0.25
H -26.125 15.899 4.651  0.08
H -24.104 13.258 8.550  0.11
H -18.124 20.479 -13.858  0.12
H -23.837 23.124 -7.307  0.12
H -23.984 17.076 -4.178  0.13
H -21.879 17.102 6.951  0.13
N -21.816 20.874 -0.242  0.07
H -18.207 17.375 0.044  0.09
H -15.786 20.366 1.709  0.09
H -23.918 20.589 -4.049  0.07
O -22.097 16.282 5.042  -0.19
C -22.889 14.766 -9.734  -0.10
C -23.196 21.431 -0.100  -0.41
H -20.634 24.452 -12.243  0.09
C -21.691 12.678 -5.397  -0.21
H -23.177 16.854 2.020  0.08
H -18.294 20.090 -9.325  0.12
H -24.740 17.146 1.341  0.09
C -24.908 13.988 8.690  -0.25
H -20.778 17.998 -10.646  0.09
H -27.310 16.964 5.267  0.09
H -26.226 19.358 4.016  0.13
H -24.497 14.664 9.453  0.13
C -18.588 21.217 -13.180  -0.22
H -25.282 14.159 6.625  0.12
C -23.274 22.939 -0.303  -0.07
C -20.869 22.702 -8.107  -0.22
C -22.342 17.736 -7.064  -0.11
H -25.791 21.304 5.626  0.11
H -19.017 16.107 2.533  0.08
O -22.603 18.133 -14.797  -0.19
H -21.818 13.200 -1.520  0.07
H -20.107 15.897 4.688  0.08
H -21.012 10.162 -8.449  0.12
H -20.708 7.633 -9.372  0.09
N -19.694 18.743 -2.233  0.08
C -20.910 16.506 4.262  -0.10
H -19.849 21.859 -14.816  0.11
C -20.103 18.550 -9.996  -0.11
H -16.719 21.155 0.320  0.09
H -18.302 22.406 -14.912  0.12
H -25.352 18.912 -5.919  0.07
C -26.471 16.935 4.569  -0.09
C -18.561 20.334 -10.360  -0.23

Frontier orbital gap in eV: 8.8
Total energy in eV: -112115.367
SMILES: COC[C@H](C)N.COC[C@H](C)N.COCCNCCOC.COCCNCCOC.COCCNCCOC.COCCNCCOC.COCCNCCOC.COCCNCCOC.COCCNCCOC.COCCNCCOC
E_HOMO in Eh: -0.308
Energy relative to the best compared isomer or geometry (same formula, charge and spin) in kcal per mole: 59.0
Charge: 0